ORCA calculation (ωB97M-V/def2-TZVPD) on C24H36F3FeO24 as an isolated structure at a distorted geometry.

Positions of all 88 atoms, in Å:
Fe1 -0.4190 2.4574 -2.0120
C1 -4.1820 3.8001 -2.2046
C2 -2.8345 3.2109 -2.0667
O1 -2.2572 2.6116 -3.0271
O2 -2.1624 3.3014 -1.0050
H1 -4.9325 3.1690 -1.7192
H2 -4.5079 3.9447 -3.2328
H3 -4.2966 4.7703 -1.7197
C3 2.0581 5.3701 -3.0077
C4 0.9829 4.3889 -2.6912
O3 0.5322 4.2259 -1.5140
O4 0.5347 3.5589 -3.5425
H4 2.0736 6.1764 -2.2776
H5 1.8971 5.8073 -3.9892
H6 2.9932 4.8165 -2.9277
C5 0.5664 -0.3541 0.6246
C6 0.1005 0.6740 -0.3421
O5 -1.0143 0.6783 -0.9221
O6 0.8940 1.5972 -0.7184
H7 1.2031 -1.0099 0.0286
H8 -0.2546 -0.9852 0.9693
H9 0.9961 0.1130 1.5055
C7 5.0149 2.7405 0.1512
C8 3.9314 1.9406 0.8506
O7 4.5609 1.5824 2.0623
C9 5.8938 1.8020 2.0052
O8 6.6770 1.5039 2.8388
O9 6.2088 2.4096 0.8337
F1 3.5760 0.7605 0.2645
H10 4.7598 3.7956 0.3003
H11 5.1363 2.6099 -0.9202
H12 3.0109 2.4966 1.0106
C10 2.5656 -3.3591 0.9076
C11 1.4542 -4.3228 0.5481
O10 1.9047 -4.8390 -0.6727
C12 2.8072 -3.9876 -1.2351
O11 3.2555 -4.1119 -2.3185
O12 3.1077 -2.9823 -0.3766
F2 0.2617 -3.7050 0.3166
H13 3.4326 -3.8519 1.3522
H14 2.2418 -2.4951 1.4794
H15 1.3147 -5.0852 1.3110
C13 -2.6878 4.1789 3.3721
C14 -2.6166 3.2889 4.6206
O13 -1.4561 2.5408 4.4329
C15 -0.9493 2.7459 3.1868
O14 0.0326 2.2294 2.7766
O15 -1.6811 3.6488 2.5161
F3 -3.6970 2.4484 4.6493
H16 -2.5342 5.2393 3.5732
H17 -3.6403 4.0986 2.8508
H18 -2.5713 3.8261 5.5625
C16 3.3962 -5.6103 4.5887
O16 3.6516 -4.2252 4.4504
C17 2.6273 -3.4110 4.7540
O17 1.5311 -3.7762 5.0831
O18 3.0738 -2.1643 4.6480
C18 2.0855 -1.1240 4.6295
H19 4.3672 -6.0956 4.6584
H20 2.8797 -6.0109 3.7139
H21 2.8143 -5.8444 5.4771
H22 2.5029 -0.2750 5.1629
H23 1.2008 -1.4245 5.1896
H24 1.8543 -0.8887 3.5950
C19 -2.9980 -1.9505 -1.5961
O19 -4.3873 -2.2088 -1.8620
C20 -5.1310 -2.5224 -0.8060
O20 -4.7771 -2.5170 0.3419
O21 -6.3486 -2.8486 -1.2490
C21 -7.2692 -3.3085 -0.2803
H25 -2.9396 -1.4993 -0.6094
H26 -2.5546 -1.3364 -2.3671
H27 -2.4825 -2.9123 -1.5292
H28 -7.1796 -4.3889 -0.1521
H29 -8.2843 -3.0618 -0.5763
H30 -7.0886 -2.8530 0.6946
C22 -1.3571 1.0189 -5.8079
O22 -0.8525 -0.2134 -5.3308
C23 -0.3567 -0.1966 -4.1048
O23 -0.1909 0.8118 -3.4660
O24 0.0237 -1.3732 -3.6391
C24 -0.1271 -2.5711 -4.4137
H31 -0.5951 1.7823 -5.9589
H32 -2.1603 1.3944 -5.1771
H33 -1.7838 0.8364 -6.7966
H34 -0.1635 -2.4188 -5.4854
H35 -1.0091 -3.0955 -4.0485
H36 0.7430 -3.1868 -4.1891

## Properties
⟨S²⟩: 8.756
Energy, eV: -117154.7168
E_HOMO (spin up / spin down), eV: -9.86 / -10.07
Spin multiplicity: 6
Relative energy (zero: lowest compared OMol25 entry of this formula, charge and spin), eV: 0.000
LUMO energy (spin up / spin down), eV: 0.48 / -0.71
Max |F|, eV/Å: 1.59